No. 1
Here is a structure of composition C4H7N2 from the Open Molecules 2025 dataset. Energies are from wB97M-V/def2-TZVPD.

Structure (XYZ):
```
13
C4H7N2 wB97M-V/def2-TZVPD
C 0.62777 -0.85214 1.50107
C 1.84169 -0.69395 1.04670
C 1.50219 0.57224 0.23885
C -0.82672 -0.35185 -0.57665
N -1.39505 0.71948 -1.24812
N 0.19087 0.03125 0.52890
H 0.19664 -1.47138 2.27139
H 1.59181 1.38942 1.05080
H 1.87858 0.73450 -0.74323
H -0.57592 -1.13676 -1.18234
H -1.69282 -0.86076 0.06293
H -2.06015 1.23381 -0.68378
H -1.27889 0.68615 -2.26651
```

The molar mass is 83.1 g/mol. As for the strongest force on any atom: 5.4 eV/A. As for the total charge: +1. The calculation puts the relative energy (zero: lowest compared OMol25 entry of this formula, charge and spin) at 675.5 kJ/mol.

***

No. 2
Here is an isolated molecule of C5H10O2 from the Open Molecules 2025 dataset. Energies are from wB97M-V/def2-TZVPD.

Structure (XYZ):
```
17
C5H10O2 wB97M-V/def2-TZVPD
C -2.47817 2.06610 0.53106
C -1.92470 0.70158 0.24856
C -0.86885 0.45229 -0.51822
O -0.29796 -0.80756 -0.55818
O 0.42701 -0.88257 0.70290
C 1.58934 -1.65318 0.47472
C 2.54847 -1.04954 -0.53777
H -3.54578 2.12473 0.29166
H -2.35327 2.28691 1.60093
H -1.94682 2.84186 -0.02946
H -2.37851 -0.13602 0.77615
H -0.33441 1.22208 -1.07730
H 1.30913 -2.67564 0.19135
H 2.03816 -1.67970 1.47474
H 2.77572 -0.01487 -0.26277
H 3.48653 -1.61675 -0.54841
H 2.10984 -1.06036 -1.53979
```

The molar mass is 102.1 g/mol. As for the strongest force on any atom: 0.4 eV/A. As for the total charge: 0. Its SMILES is C/C=C/OOCC. The calculation puts the relative energy (zero: lowest compared OMol25 entry of this formula, charge and spin) at 445.8 kJ/mol.

***

No. 3
Here is a cluster of 2 separate species, C2HClO2S in total from the Open Molecules 2025 dataset. Energies are from wB97M-V/def2-TZVPD.

Structure (XYZ):
```
7
C2HClO2S wB97M-V/def2-TZVPD
C -0.45246 0.29030 0.73194
C -0.87656 1.50394 0.10100
O -0.49001 -0.15905 1.84091
O -0.83927 2.36772 -0.61772
S -2.40727 -0.53107 -0.52655
Cl -3.71140 -0.57564 0.95952
H 0.22036 -0.14777 -0.16015
```

The molar mass is 124.5 g/mol. As for the strongest force on any atom: 3.3 eV/A. As for the total charge: 0. The calculation puts the relative energy (zero: lowest compared OMol25 entry of this formula, charge and spin) at 217.1 kJ/mol.

***

No. 4
Here is a cluster of 2 separate species, CH4OP2 in total from the Open Molecules 2025 dataset. Energies are from wB97M-V/def2-TZVPD.

Structure (XYZ):
```
8
CH4OP2 wB97M-V/def2-TZVPD
C -0.17409 -0.13181 -0.40216
O 2.27087 -1.91158 -1.41448
P 1.73789 -2.26714 0.98697
P -0.02050 -1.14323 1.13290
H -0.97028 -0.56281 -1.00831
H 0.75548 -0.17317 -0.97087
H -0.44384 0.88910 -0.14268
H 0.51399 -0.20336 2.03565
```

The molar mass is 94.0 g/mol. As for the strongest force on any atom: 4.7 eV/A. As for the total charge: 0. The calculation puts the relative energy (zero: lowest compared OMol25 entry of this formula, charge and spin) at 591.0 kJ/mol.